{"formula": "CHN3O2", "method": "ωB97M-V/def2-TZVPD", "symbols": ["N", "N", "O", "N", "C", "O", "H"], "coordinates": [[-1.557, 0.130, -0.968], [-1.988, -0.542, -0.226], [-2.398, -1.311, 0.540], [1.551, -0.257, -0.092], [1.299, 0.901, 0.111], [0.929, 1.999, 0.165], [2.164, -0.920, 0.471]], "lowdin_charge": [0.25, -0.31, 0.10, 0.15, -0.46, 0.15, 0.12], "smiles": "N#[N+][O-].N=C=O", "e_tot_ha": -353.40014, "lumo_ha": 0.02408, "orbital_gap_ev": 11.86, "relative_energy_ev": 0.899, "spin_multiplicity": 1}